Record 1
{"formula": "C37H41N8SbSeSr", "method": "ωB97M-V with the def2-TZVPD basis set", "symbols": ["Sr", "C", "C", "C", "N", "C", "C", "C", "C", "C", "C", "C", "N", "C", "C", "C", "N", "C", "C", "C", "C", "C", "C", "C", "N", "C", "C", "H", "H", "H", "H", "H", "H", "H", "H", "H", "H", "H", "H", "H", "H", "H", "H", "H", "H", "H", "H", "H", "H", "H", "H", "H", "H", "Se", "N", "C", "C", "C", "C", "C", "N", "C", "C", "N", "C", "C", "C", "C", "C", "N", "H", "H", "H", "H", "H", "H", "C", "Sb", "C", "C", "H", "H", "H", "H", "H", "H", "H", "H", "H"], "coordinates": [[-0.0054, -0.1949, 0.4186], [2.2180, -1.6700, 2.6755], [1.7640, -3.0716, 2.2630], [0.3681, -3.4185, 2.7547], [-0.6137, -2.6251, 2.0317], [-1.8651, -3.0046, 2.0476], [-2.3165, -4.2040, 2.7028], [-3.5568, -4.6343, 3.0966], [-4.8124, -4.0262, 3.0011], [-5.0578, -2.8327, 2.3654], [-4.2004, -2.0024, 1.6488], [-2.8220, -2.0702, 1.3555], [-2.2339, -1.2555, 0.5087], [-2.8761, 0.0142, 0.1959], [-3.0532, 0.9083, 1.4621], [-2.0704, 2.0534, 1.7842], [-0.6618, 1.6881, 1.8563], [0.1876, 2.6461, 2.1952], [-0.2660, 3.9308, 2.5925], [0.3830, 5.0587, 3.0719], [1.7206, 5.3018, 3.3075], [2.7421, 4.3943, 3.0599], [2.7031, 3.1133, 2.5561], [1.6411, 2.2601, 2.1295], [1.8739, 1.0682, 1.6407], [3.2020, 0.4995, 1.7377], [3.0968, -1.0163, 1.6137], [2.7418, -1.7009, 3.6343], [1.3372, -1.0414, 2.8353], [2.4772, -3.8299, 2.5970], [1.7340, -3.1353, 1.1682], [0.2892, -3.2162, 3.8323], [0.2282, -4.4963, 2.6243], [-1.5246, -4.8760, 2.9987], [-3.5505, -5.5939, 3.6060], [-5.6480, -4.5353, 3.4639], [-6.0883, -2.4897, 2.3907], [-4.7036, -1.1617, 1.1886], [-3.8469, -0.0169, -0.3186], [-2.2259, 0.4849, -0.5636], [-3.0705, 0.2347, 2.3203], [-4.0405, 1.3769, 1.4368], [-2.4451, 2.4404, 2.7418], [-2.2076, 2.8826, 1.0742], [-1.3358, 4.0599, 2.5521], [-0.2855, 5.8815, 3.3091], [1.9941, 6.2718, 3.7023], [3.7440, 4.7517, 3.2800], [3.6854, 2.6834, 2.4246], [3.6792, 0.7326, 2.6983], [3.8667, 0.8865, 0.9510], [4.0947, -1.4646, 1.6060], [2.6526, -1.2535, 0.6404], [1.9267, 3.1937, -7.3384], [2.7090, 1.9613, -6.3218], [2.0307, 1.9024, -5.2068], [2.3777, 1.0275, -4.0944], [3.4983, 0.2025, -4.1538], [3.7842, -0.5962, -3.0739], [2.9338, -0.5437, -1.9736], [1.8590, 0.2281, -1.8961], [1.5767, 1.0151, -2.9448], [0.3800, 1.8834, -2.8593], [-0.3727, 1.8145, -1.7507], [-1.4364, 2.6001, -1.6713], [-1.8290, 3.4896, -2.6672], [-1.0775, 3.5505, -3.8142], [0.0480, 2.7359, -3.9203], [0.8763, 2.7538, -5.1188], [0.6259, 3.4974, -6.1635], [4.1147, 0.2133, -5.0426], [4.6418, -1.2538, -3.0636], [3.1441, -1.1715, -1.1195], [-2.0196, 2.5231, -0.7659], [-2.7081, 4.1025, -2.5279], [-1.3306, 4.2085, -4.6347], [-2.7135, -0.5392, -3.5861], [-1.2003, -1.7666, -2.6929], [-0.5361, -2.5741, -4.5763], [-2.4822, -3.3883, -2.1717], [-3.5155, -1.1729, -3.9633], [-2.2751, 0.0166, -4.4159], [-3.1179, 0.1654, -2.8598], [-1.3987, -2.9374, -5.1343], [0.1576, -3.3958, -4.4033], [-0.0312, -1.8014, -5.1566], [-2.7228, -3.9861, -3.0501], [-3.3955, -2.9796, -1.7405], [-2.0046, -4.0094, -1.4155]], "e_homo_ev": -6.2, "total_charge": 0, "largest_force_ev_per_a": 0.922, "lumo_energy_ev": -1.17, "e_above_lowest_kcal_mol": 17.9, "gap_ev": 5.05}

Record 2
{"formula": "C37H41P2Rh", "method": "ωB97M-V with the def2-TZVPD basis set", "symbols": ["Rh", "C", "C", "C", "C", "C", "C", "C", "C", "C", "C", "H", "H", "H", "H", "H", "H", "H", "H", "H", "H", "H", "H", "H", "H", "H", "C", "C", "P", "C", "C", "C", "C", "C", "C", "C", "C", "C", "C", "C", "C", "C", "P", "C", "C", "C", "C", "C", "C", "C", "C", "C", "C", "C", "C", "H", "H", "H", "H", "H", "H", "H", "H", "H", "H", "H", "H", "H", "H", "H", "H", "H", "H", "H", "H", "H", "H", "H", "H", "H", "H"], "coordinates": [[-0.4800, -0.0351, 0.5123], [-2.7197, -0.1917, 1.0545], [-1.8589, -0.9614, 1.8717], [-1.0941, -0.0698, 2.7713], [-1.4925, 1.1974, 2.4844], [-2.5062, 1.1374, 1.4011], [-3.2755, 2.2933, 0.9014], [-1.1894, 2.4715, 3.1876], [-0.1881, -0.5899, 3.8547], [-1.7999, -2.4405, 1.9752], [-3.8251, -0.7352, 0.1898], [-4.3440, 2.0797, 1.0012], [-3.1089, 2.4364, -0.1650], [-3.0506, 3.2198, 1.4238], [-2.0633, 2.7797, 3.7693], [-0.9722, 3.2812, 2.4896], [-0.3532, 2.3675, 3.8712], [-0.0508, 0.1636, 4.6303], [0.8059, -0.8668, 3.5085], [-0.6271, -1.4668, 4.3318], [-2.3405, -2.7768, 2.8669], [-0.7722, -2.7898, 2.0979], [-2.2434, -2.9313, 1.1106], [-3.6140, -0.7043, -0.8720], [-4.7350, -0.1525, 0.3476], [-4.0581, -1.7619, 0.4669], [2.0194, 1.6092, -2.0214], [0.5527, 1.8029, -2.3684], [-0.4921, 0.4736, -1.7162], [-2.1100, 0.8532, -2.3931], [-2.6096, 2.1556, -2.3095], [-3.8415, 2.4728, -2.8629], [-4.5832, 1.4887, -3.5059], [-4.0870, 0.1975, -3.6048], [-2.8533, -0.1245, -3.0527], [0.0768, -1.0092, -2.5656], [0.1032, -2.2250, -1.8943], [0.5249, -3.3830, -2.5339], [0.9224, -3.3273, -3.8618], [0.8898, -2.1202, -4.5507], [0.4640, -0.9688, -3.9081], [2.3095, 1.8587, -0.5530], [1.7424, 0.4942, 0.4699], [2.2411, 0.9335, 2.1401], [1.7951, 2.1257, 2.7043], [2.2410, 2.5165, 3.9560], [3.1266, 1.7067, 4.6608], [3.5742, 0.5190, 4.1056], [3.1409, 0.1322, 2.8424], [2.6179, -0.9989, 0.0116], [3.7794, -0.9741, -0.7576], [4.4516, -2.1557, -1.0433], [3.9773, -3.3608, -0.5462], [2.8301, -3.3932, 0.2376], [2.1536, -2.2163, 0.5122], [2.6456, 2.2542, -2.6378], [2.2933, 0.5898, -2.3016], [0.4215, 1.7707, -3.4514], [0.1571, 2.7688, -2.0497], [-2.0350, 2.9467, -1.8396], [-4.2129, 3.4883, -2.8075], [-5.5408, 1.7352, -3.9472], [-4.6542, -0.5644, -4.1235], [-2.4717, -1.1330, -3.1580], [-0.2073, -2.3065, -0.8552], [0.5451, -4.3226, -1.9971], [1.2524, -4.2260, -4.3671], [1.1926, -2.0760, -5.5884], [0.4306, -0.0420, -4.4675], [1.7791, 2.7388, -0.1784], [3.3681, 2.0525, -0.3699], [1.1077, 2.7689, 2.1674], [1.9065, 3.4544, 4.3815], [3.4767, 2.0107, 5.6389], [4.2706, -0.1076, 4.6471], [3.5122, -0.7904, 2.4155], [4.1733, -0.0418, -1.1426], [5.3493, -2.1340, -1.6467], [4.5088, -4.2791, -0.7607], [2.4691, -4.3338, 0.6335], [1.2616, -2.2586, 1.1325]], "e_homo_ev": [-14.2, -14.2], "total_charge": 2, "largest_force_ev_per_a": 2.497, "lumo_energy_ev": [-7.50, -7.50], "e_above_lowest_kcal_mol": 18.2, "gap_ev": [6.69, 6.68]}

> Number 1 is which compound?

C37H41N8SbSeSr

> What is the formula in the second record?

C37H41P2Rh